C5H7NO | ωB97M-V/def2-TZVPD

Geometry as XYZ:
```
14
C5H7NO, DFT ωB97M-V/def2-TZVPD
O -0.377 0.258 -2.339
C 0.155 -0.554 -1.311
C 0.902 0.134 -0.178
C -0.437 0.692 0.424
C 0.035 0.149 1.770
N 0.523 -0.948 0.836
C -0.703 -0.729 -0.059
H -0.038 1.160 -2.254
H 0.597 -1.463 -1.729
H 1.927 0.524 -0.142
H -1.075 1.534 0.126
H 0.884 0.613 2.293
H -0.742 -0.119 2.494
H -1.650 -1.250 0.068
```

Energy in Ha: -324.5632
E_LUMO in Eh: 0.032
E_HOMO in eV: -9.39
Kohn-Sham gap in Eh: 0.3770



C5H7NO | ωB97M-V/def2-TZVPD

Geometry as XYZ:
```
14
C5H7NO, DFT ωB97M-V/def2-TZVPD
O 1.083 1.787 0.033
C 1.063 0.661 -0.410
C 1.700 -0.552 0.162
N 0.168 -0.975 0.279
C -0.955 -0.183 0.961
C -1.403 0.439 -0.390
C -0.118 -0.140 -0.938
H 2.055 -1.300 -0.553
H 2.487 -0.361 0.906
H -0.634 0.550 1.705
H -1.702 -0.852 1.405
H -1.413 1.532 -0.433
H -2.320 0.038 -0.827
H -0.013 -0.644 -1.900
```

Energy in Ha: -324.6082
SMILES string: O=C1CN2CC[C@@H]12
E_LUMO in Eh: 0.039
E_HOMO in eV: -9.38
Kohn-Sham gap in Eh: 0.3834



C5H7NO | ωB97M-V/def2-TZVPD

Geometry as XYZ:
```
14
C5H7NO, DFT ωB97M-V/def2-TZVPD
C -1.955 -0.121 0.184
C -0.487 0.261 -0.027
N 0.063 -0.832 0.839
C 0.752 0.386 0.878
C 1.739 0.392 -0.280
C 0.501 0.255 -1.226
O 0.408 0.147 -2.417
H -2.484 0.230 -0.672
H -2.344 0.254 1.135
H -2.144 -1.232 0.258
H 0.406 -1.538 0.207
H 0.811 0.904 1.823
H 2.471 -0.436 -0.265
H 2.264 1.331 -0.437
```

Energy in Ha: -324.6067
SMILES string: C[C@]12N[C@H]1CC2=O
E_LUMO in Eh: 0.037
E_HOMO in eV: -9.44
Kohn-Sham gap in Eh: 0.3842



C5H7NO | ωB97M-V/def2-TZVPD

Geometry as XYZ:
```
14
C5H7NO, DFT ωB97M-V/def2-TZVPD
C -1.851 -0.064 0.026
C -0.379 -0.384 0.164
N -0.085 -1.391 1.024
C 0.623 0.566 0.664
C 1.786 0.517 -0.119
C 0.388 -0.088 -1.403
O 0.014 0.325 -2.423
H -2.022 0.827 -0.585
H -2.279 0.083 1.022
H -2.355 -0.918 -0.436
H 0.912 -1.598 1.007
H 0.389 1.309 1.420
H 2.277 -0.440 -0.300
H 2.500 1.340 -0.061
```

Energy in Ha: -324.5372
E_LUMO in Eh: -0.005
E_HOMO in eV: -8.63
Kohn-Sham gap in Eh: 0.3117



C5H7NO | ωB97M-V/def2-TZVPD

Geometry as XYZ:
```
14
C5H7NO, DFT ωB97M-V/def2-TZVPD
O 0.205 2.524 -1.418
C 1.180 2.012 -0.828
N 0.712 0.430 -0.328
C -0.502 0.454 0.010
C -1.350 -0.707 0.364
C -0.623 -1.917 0.731
C 0.000 -2.906 1.020
H 2.071 1.732 -1.456
H 1.331 -0.344 -0.113
H -0.966 1.440 -0.130
H 1.401 2.357 0.338
H -2.107 -0.429 1.102
H -1.882 -0.855 -0.587
H 0.532 -3.790 1.293
```

Energy in Ha: -324.5619
E_LUMO in Eh: 0.017
E_HOMO in eV: -8.08
Kohn-Sham gap in Eh: 0.3138



C5H7NO | ωB97M-V/def2-TZVPD

Geometry as XYZ:
```
14
C5H7NO, DFT ωB97M-V/def2-TZVPD
C -0.014 -0.556 -0.228
C 0.400 0.689 -0.861
C -0.268 -0.824 2.957
C 1.249 -0.541 -0.523
C -0.045 1.051 -2.282
N -1.422 -0.610 2.882
O 0.879 -0.921 2.942
H -0.749 -1.181 0.199
H 2.201 -1.055 -0.324
H -0.389 0.127 -2.898
H 0.847 1.430 -2.784
H -0.686 1.924 -2.171
H 0.332 1.512 -0.212
H -2.336 -1.045 3.302
```

Energy in Ha: -324.5933
SMILES string: CC1C=C1.N=C=O
E_LUMO in Eh: 0.026
E_HOMO in eV: -9.20
Kohn-Sham gap in Eh: 0.3641



C5H7NO | ωB97M-V/def2-TZVPD

Geometry as XYZ:
```
14
C5H7NO, DFT ωB97M-V/def2-TZVPD
N 2.620 0.127 0.442
C 1.470 -0.049 -0.021
O 0.788 -1.221 -0.298
C -0.352 -0.478 -0.795
C -1.534 -0.531 0.169
C -0.600 1.415 0.601
C 0.343 0.852 -0.465
H 3.078 -0.766 0.630
H -0.570 -0.748 -1.833
H -1.388 -1.244 0.982
H -2.504 -0.680 -0.313
H -0.218 1.159 1.606
H -1.724 0.593 0.546
H 0.590 1.570 -1.252
```

Energy in Ha: -324.5251
E_LUMO in Eh: -0.002
E_HOMO in eV: -8.75
Kohn-Sham gap in Eh: 0.3194



C5H7NO | ωB97M-V/def2-TZVPD

Geometry as XYZ:
```
14
C5H7NO, DFT ωB97M-V/def2-TZVPD
C 1.851 0.193 1.080
C 0.756 0.225 0.059
C 0.886 -0.305 -1.188
N -0.649 -0.177 -1.752
C -1.312 -0.109 -0.640
O -2.285 -0.917 -0.246
C -0.635 0.748 0.384
H 2.223 1.189 1.354
H 2.687 -0.393 0.685
H 1.522 -0.296 2.011
H -2.319 -1.707 -0.814
H -0.946 -0.833 -2.466
H -1.051 0.562 1.378
H -0.729 1.821 0.155
```

Energy in Ha: -324.5761
E_LUMO in Eh: 0.004
E_HOMO in eV: -7.99
Kohn-Sham gap in Eh: 0.2979



Copy entry 1 word for word.
C5H7NO | ωB97M-V/def2-TZVPD

Geometry as XYZ:
```
14
C5H7NO, DFT ωB97M-V/def2-TZVPD
O -0.377 0.258 -2.339
C 0.155 -0.554 -1.311
C 0.902 0.134 -0.178
C -0.437 0.692 0.424
C 0.035 0.149 1.770
N 0.523 -0.948 0.836
C -0.703 -0.729 -0.059
H -0.038 1.160 -2.254
H 0.597 -1.463 -1.729
H 1.927 0.524 -0.142
H -1.075 1.534 0.126
H 0.884 0.613 2.293
H -0.742 -0.119 2.494
H -1.650 -1.250 0.068
```

Energy in Ha: -324.5632
E_LUMO in Eh: 0.032
E_HOMO in eV: -9.39
Kohn-Sham gap in Eh: 0.3770